Density functional theory data (ωB97M-V/def2-TZVPD) for a structure of composition C8H8Br2ClIrO4Se.

Geometry as XYZ:
```
25
Properties=species:S:1:pos:R:3:forces:R:3
Ir -0.656 1.164 -0.474 0.387 0.280 -0.148
Br -0.821 0.359 -2.833 -0.028 -0.276 -0.102
C -2.017 -1.217 -2.729 0.096 0.186 -0.059
Br -1.660 -2.269 -1.198 -0.084 -0.032 0.061
H -1.800 -1.768 -3.635 -0.062 -0.018 -0.020
H -3.018 -0.807 -2.698 -0.033 -0.048 0.040
O -2.204 2.300 -0.780 0.034 -0.108 -0.428
Se -2.579 2.111 0.923 -0.505 0.270 0.723
O -3.564 3.165 1.580 0.361 -0.391 -0.232
O -2.798 0.494 0.890 0.076 0.254 0.050
O -0.898 2.214 1.271 -0.027 -0.253 -0.054
Cl 1.864 -3.170 2.866 -0.004 -0.013 0.014
C 1.684 -1.842 1.823 0.017 0.049 -0.005
C 1.610 -0.552 2.370 -0.001 -0.012 0.036
C 1.462 0.518 1.536 -0.050 0.075 0.044
C 1.371 0.335 0.123 -0.073 -0.043 -0.121
C 1.353 1.465 -0.803 0.022 0.001 0.172
C 1.472 -0.989 -0.391 0.006 -0.056 0.008
C 1.621 -2.065 0.445 -0.013 0.046 -0.068
H 1.672 -0.425 3.441 -0.002 0.013 -0.004
H 1.401 1.521 1.938 -0.007 -0.008 0.017
H 1.678 1.227 -1.810 -0.066 0.129 -0.052
H 1.683 2.435 -0.449 -0.039 -0.013 0.122
H 1.448 -1.132 -1.464 -0.001 -0.036 0.011
H 1.696 -3.072 0.060 -0.002 0.004 -0.004
```
Forces are in eV/Å.

Its spin multiplicity is 2. As for the expectation value of S²: 0.76. As for the net charge: +1. The calculation puts the lowest unoccupied orbital energy (spin up / spin down) at -5.8 / -6.5 eV. The energy above the lowest of the compared OMol25 structures with the same formula, charge and spin comes out at 4.4 kcal per mole.

Atom charges from the Mulliken analysis, given in e for atoms 1 to 6: Ir 1.132; Br -0.008; C -0.561; Br -0.002; H 0.447; H 0.395